65
Properties=species:S:1:pos:R:3:forces:R:3:nbo_charge:R:1 method="wB97M-V/def2-TZVPD" total_energy_ev=-30609.0248 e_lumo_ha=0.0210 de_lowest_kcal_mol=172.7 smiles="CCCCCCCCCCCCCCCC[C@@]1(COO)CCOC1=O"
C 8.51841 2.62878 2.79465 0.8 0.5 0.1 -0.623
C 8.68052 2.00697 1.33182 -0.7 -0.3 0.4 -0.404
C 7.58380 0.87768 0.97423 0.8 0.7 -1.7 -0.401
C 7.67360 0.61994 -0.63144 0.8 -0.6 0.9 -0.406
C 6.97915 -0.77842 -1.00027 0.7 0.1 -0.9 -0.417
C 5.76527 -0.67530 -2.03011 -0.6 0.0 0.0 -0.405
C 4.46204 0.05856 -1.46637 -0.5 -0.1 -0.2 -0.409
C 3.68212 -0.73615 -0.32017 -0.4 0.0 0.7 -0.415
C 2.71167 -1.89567 -0.84731 0.0 0.1 -0.8 -0.410
C 1.17842 -1.44890 -1.03253 -0.4 -0.8 -0.8 -0.402
C 0.21881 -1.88878 0.17859 0.3 0.0 -0.6 -0.410
C -1.33865 -1.89641 -0.18722 -1.0 0.0 0.6 -0.403
C -2.26354 -1.31668 1.01500 0.6 -1.5 -0.1 -0.399
C -3.82566 -1.57886 0.79638 -0.4 1.4 0.8 -0.405
C -4.60861 -0.28669 0.19003 0.2 -0.6 -0.3 -0.415
C -6.07022 -0.25615 0.84439 0.4 -0.5 -1.0 -0.397
C -7.19702 0.41457 -0.05936 -0.9 0.7 -0.9 -0.183
C -8.67229 0.09847 0.55993 0.1 -0.2 0.1 -0.100
O -9.27167 1.30816 1.14063 0.0 -1.7 -2.0 -0.280
O -8.72844 1.36488 2.40962 1.4 1.0 1.4 -0.435
C -7.07718 1.96816 -0.43846 -0.4 1.3 -0.1 -0.441
C -8.09100 2.18131 -1.68238 2.1 0.3 0.0 -0.077
O -7.89808 0.92150 -2.40580 0.0 -1.6 1.7 -0.526
C -7.37902 -0.13031 -1.57607 0.6 -1.3 -0.6 0.804
O -7.15522 -1.27128 -2.00623 -0.9 3.9 1.3 -0.564
H 8.83343 1.92034 3.63921 -0.5 0.9 -1.3 0.208
H 7.47382 3.00853 3.03775 1.2 -0.6 -0.6 0.208
H 9.21280 3.54828 2.85319 -1.0 -1.4 0.1 0.208
H 8.64324 2.87248 0.57798 -0.1 -1.3 1.0 0.200
H 9.69751 1.50667 1.20540 -1.2 0.8 0.3 0.202
H 6.52148 1.22070 1.19249 1.3 -0.6 0.1 0.204
H 7.85751 -0.12411 1.45721 -0.6 1.6 -0.3 0.202
H 8.80265 0.52901 -0.85380 -1.7 0.2 0.2 0.198
H 7.30709 1.51330 -1.23188 0.2 -1.2 0.8 0.206
H 6.72997 -1.30517 -0.02206 -0.1 0.6 -1.4 0.205
H 7.78211 -1.42895 -1.51095 -1.2 0.9 0.8 0.209
H 5.44866 -1.72792 -2.37942 0.5 1.5 0.6 0.206
H 6.06494 -0.12882 -3.00075 -0.1 -0.8 1.6 0.209
H 3.73540 0.17404 -2.35531 1.0 -0.1 1.3 0.204
H 4.66055 1.13189 -1.09861 0.0 -1.6 -0.5 0.207
H 4.38843 -1.20333 0.46169 -0.8 0.9 -1.2 0.208
H 3.02266 0.03369 0.22906 1.0 -1.2 -0.6 0.203
H 2.73322 -2.84882 -0.19984 0.1 1.6 -0.9 0.208
H 3.09995 -2.20283 -1.88976 -0.6 0.3 1.6 0.202
H 0.79567 -2.02840 -1.95594 0.5 0.9 1.3 0.199
H 1.06246 -0.33943 -1.32277 0.3 -1.6 0.7 0.204
H 0.50249 -2.97917 0.41876 -0.3 1.8 0.0 0.205
H 0.41719 -1.19817 1.06856 -0.3 -1.1 -1.0 0.203
H -1.70664 -2.97856 -0.34245 0.7 1.6 0.1 0.201
H -1.61313 -1.33350 -1.13797 0.7 -0.6 1.1 0.202
H -2.00808 -0.22365 1.22552 -0.5 -1.4 -0.3 0.203
H -1.95643 -1.93600 1.93942 -0.4 1.1 -1.2 0.201
H -4.30502 -1.74189 1.83346 0.8 0.1 -1.5 0.197
H -4.06966 -2.51207 0.19045 0.5 1.2 0.6 0.220
H -4.02240 0.68307 0.38976 -0.9 -1.5 -0.1 0.201
H -4.65397 -0.38585 -0.95608 -0.1 0.1 1.7 0.216
H -5.97794 0.22134 1.88298 -0.5 -0.6 -1.5 0.219
H -6.37940 -1.35770 0.98786 0.3 1.7 -0.2 0.226
H -9.33879 -0.35129 -0.26013 0.6 1.1 1.3 0.215
H -8.61329 -0.65265 1.42333 0.1 1.0 -1.4 0.218
H -7.86940 1.84693 2.28172 -0.9 -0.4 0.1 0.449
H -7.28947 2.74155 0.37525 0.0 -1.3 -0.8 0.217
H -6.05992 2.29999 -0.84402 -1.1 -1.1 0.6 0.230
H -9.15695 2.50048 -1.44113 1.3 -1.1 -0.2 0.206
H -7.64993 2.94655 -2.41974 -0.8 -0.9 1.3 0.198


73
Properties=species:S:1:pos:R:3:forces:R:3:lowdin_spin:R:1 method="wB97M-V/def2-TZVPD" charge=+1 total_energy_ev=-265708.7253 e_lumo_ha="-0.1516 / -0.1801" de_lowest_kcal_mol=16.5 spin_multiplicity=2
Ru 0.19640 -0.12854 -0.28101 0.0 -0.1 0.2 0.833
O 2.50319 -0.86247 5.43248 0.0 0.0 0.0 0.000
C 1.86909 -0.72146 4.26796 0.0 0.0 0.0 -0.001
C 0.48681 -0.55899 4.14857 0.0 0.0 0.0 0.000
C -0.06662 -0.42271 2.89596 0.0 -0.1 0.0 0.001
N 0.67524 -0.44116 1.78151 -0.2 0.2 -0.2 0.004
C 1.98441 -0.59733 1.92591 0.0 0.0 0.0 0.003
Br 2.83952 -0.64433 0.23467 -0.3 0.0 -0.2 0.004
C 2.65032 -0.74334 3.11110 0.0 0.0 0.0 0.000
H 1.89064 -0.84094 6.17824 0.0 0.0 0.0 0.000
H -0.15120 -0.54367 5.02213 0.0 0.0 0.0 0.000
H -1.13372 -0.31014 2.76183 0.0 0.0 0.0 0.000
H 3.72124 -0.87265 3.16070 0.0 0.0 0.0 0.000
S 0.40009 0.73347 -4.86797 0.0 0.0 0.0 0.163
C 0.16199 0.43065 -3.33226 -0.2 0.1 0.0 0.033
N -0.02702 0.20423 -2.18350 0.4 -0.2 0.4 0.061
Cl -3.41948 1.13057 -2.19734 0.0 0.1 0.0 0.003
C -3.53057 0.76645 -0.49832 -0.2 0.1 0.0 0.005
Cl -1.93220 0.97822 0.32895 0.2 -0.1 0.0 0.004
H -3.84269 -0.25896 -0.34592 0.0 0.1 0.0 0.000
H -4.17816 1.47880 0.00027 0.0 0.0 0.0 0.001
C 0.98428 5.32895 2.71234 0.0 0.0 0.0 0.000
Ge 0.68714 5.61157 0.80218 0.0 0.0 0.0 0.000
C -0.65218 6.99246 0.47582 0.0 0.0 0.0 0.000
C 2.36934 6.02560 -0.09867 0.0 0.0 0.0 0.000
C -0.03931 3.89639 0.10696 0.0 0.1 0.0 0.000
Se 1.27317 2.45391 0.16534 -0.1 0.0 -0.2 0.007
C 2.00419 2.72732 -1.61298 0.0 0.0 0.0 0.000
H 1.49802 6.18395 3.15131 0.0 0.0 0.0 0.000
H 1.60155 4.44400 2.87334 0.0 0.0 0.0 0.000
H 0.03587 5.19634 3.23407 0.0 0.0 0.0 0.000
H -0.31441 7.94766 0.87767 0.0 0.0 0.0 0.000
H -1.59828 6.73750 0.95338 0.0 0.0 0.0 0.000
H -0.82519 7.11482 -0.59333 0.0 0.0 0.0 0.000
H 2.80919 6.92045 0.34192 0.0 0.0 0.0 0.000
H 2.21233 6.21392 -1.16099 0.0 0.0 0.0 0.000
H 3.08516 5.21156 0.01830 0.0 0.0 0.0 0.000
H -0.39604 3.96387 -0.92159 0.0 0.0 0.0 0.000
H -0.88200 3.58747 0.72522 0.0 0.0 0.0 0.000
H 2.49108 3.69602 -1.65961 0.0 0.0 0.0 0.000
H 1.20001 2.66087 -2.34072 0.0 0.0 0.0 0.000
H 2.73073 1.94009 -1.80317 0.0 0.0 0.0 0.000
C 0.64446 -3.45834 0.91765 0.0 0.1 0.0 -0.009
Si -0.22910 -2.55520 -0.50203 0.1 0.3 -0.3 -0.069
C -2.09736 -2.96329 -0.33979 0.0 0.0 0.0 -0.012
C -2.54408 -2.54641 1.07023 0.0 0.0 0.0 -0.001
C -2.37934 -4.46500 -0.48419 0.0 0.0 0.0 -0.004
C -2.93303 -2.20505 -1.37980 0.2 -0.1 0.0 -0.002
C 0.55684 -3.23641 -2.13800 -0.1 -0.1 0.1 -0.014
C 0.86342 -4.73485 -1.94210 0.0 0.0 0.0 -0.004
C 1.88636 -2.56996 -2.50474 0.0 0.1 0.0 -0.001
C -0.39478 -3.09992 -3.33320 0.0 0.0 0.0 -0.001
H 0.40035 -4.52113 0.86138 0.0 0.0 0.0 -0.002
H 0.34020 -3.11026 1.90536 0.0 0.0 0.0 0.000
H 1.73177 -3.38202 0.84492 0.0 0.0 0.0 0.000
H -1.99681 -3.08490 1.84705 0.0 0.0 0.0 0.000
H -3.60679 -2.77401 1.20580 0.0 0.0 0.0 0.000
H -2.41038 -1.47640 1.24136 0.0 0.0 0.0 0.000
H -1.80086 -5.06931 0.21692 0.0 0.0 0.0 0.000
H -2.17636 -4.82195 -1.49333 0.0 0.0 0.0 0.000
H -3.43843 -4.65608 -0.28080 0.0 0.0 0.0 -0.001
H -2.59048 -1.17564 -1.51219 0.0 -0.3 -0.1 -0.002
H -3.98961 -2.20072 -1.08656 0.0 0.0 0.0 0.000
H -2.87897 -2.67245 -2.36042 0.0 0.0 0.0 0.000
H 1.63848 -4.89858 -1.19237 0.0 0.0 0.0 0.000
H 1.23122 -5.14865 -2.88661 0.0 0.0 0.0 -0.001
H -0.01319 -5.31320 -1.65469 0.0 0.0 0.0 0.000
H 2.64482 -2.73973 -1.73856 0.0 0.0 0.0 0.000
H 1.78673 -1.49689 -2.68527 0.0 -0.1 0.0 -0.001
H 2.26428 -3.01886 -3.42846 0.0 0.0 0.0 0.000
H -1.25667 -3.76026 -3.23574 0.0 0.0 0.0 0.000
H 0.13083 -3.39375 -4.24719 0.0 0.0 0.0 0.000
H -0.75545 -2.08123 -3.47535 0.0 0.0 0.0 0.000


85
Properties=species:S:1:pos:R:3:forces:R:3:lowdin_spin:R:1 method="wB97M-V/def2-TZVPD" charge=+2 total_energy_ev=-173386.0314 e_lumo_ha="-0.2376 / -0.2878" de_lowest_kcal_mol=5.6 spin_multiplicity=4
Re -0.20680 0.02425 0.85583 -1.2 -0.1 2.4 1.644
N 0.19000 -0.90211 2.88918 -0.1 0.0 -0.5 0.010
N 0.06236 0.03875 3.92444 -0.1 0.2 0.4 0.006
C -0.15641 1.33717 3.68897 0.2 -0.2 0.1 0.020
N -0.39539 2.13119 4.71730 -0.1 -0.1 0.1 0.015
S -0.03120 2.00373 2.12418 0.0 0.3 -0.1 0.051
H -0.63656 -1.52027 2.91194 0.0 0.1 0.1 0.003
H 1.01272 -1.46944 3.07243 0.1 0.1 -0.1 0.002
H -0.05709 -0.33078 4.85848 -0.1 -0.2 -0.1 0.000
H -0.54907 1.78020 5.65085 0.0 0.0 0.0 0.000
H -0.60428 3.10380 4.55471 0.0 0.0 0.0 0.000
C -2.95007 -4.40612 -0.33855 0.1 0.1 0.1 0.002
C -2.73358 -3.12371 -1.15808 -0.6 -0.2 -0.3 0.007
C -4.00519 -2.24658 -1.17236 0.0 0.1 0.1 0.004
C -2.32539 -3.45511 -2.60611 0.1 0.1 0.1 0.003
C -1.69445 -2.32093 -0.54390 0.7 0.0 0.1 0.056
N -0.84437 -1.68481 -0.09372 -0.6 -0.7 -0.1 0.012
H -3.69396 -5.01598 -0.84837 0.0 0.0 0.0 0.000
H -3.31413 -4.17535 0.66176 0.0 0.0 0.0 0.000
H -2.03263 -4.98911 -0.25392 0.0 0.0 0.0 0.000
H -4.82902 -2.83190 -1.57901 0.0 -0.1 0.0 0.001
H -3.86042 -1.36643 -1.79530 0.0 0.0 0.0 0.000
H -4.27698 -1.91396 -0.17085 0.0 0.0 0.0 0.000
H -3.17110 -3.94587 -3.08523 0.0 0.0 0.0 0.000
H -1.47227 -4.13232 -2.63828 0.0 0.0 0.0 0.000
H -2.09601 -2.54376 -3.15601 0.0 0.0 0.0 0.000
F -5.14484 -0.58357 7.56408 0.0 -0.2 0.0 0.019
C -4.29660 -0.52243 6.53443 -0.2 0.5 0.1 0.081
C -2.95054 -1.12818 6.68637 0.0 -0.2 -0.3 0.008
F -2.26379 -1.07392 7.80250 0.0 0.1 0.0 -0.001
C -2.53313 -1.63445 5.51632 0.1 -0.2 0.1 0.039
F -1.31736 -2.15311 5.28589 0.0 0.1 0.1 0.012
C -3.51182 -1.53937 4.45766 -0.1 -0.2 -0.1 0.021
Se -3.35819 -2.10503 2.81655 -0.1 -0.3 0.4 -0.009
C -4.67785 -0.80762 5.05001 0.0 0.0 -0.2 0.087
F -5.89387 -1.18738 4.65471 -0.1 0.1 0.2 0.022
C -4.39499 0.56605 5.51943 0.5 -0.4 0.1 0.594
F -3.30577 1.22466 5.10233 -0.3 0.3 0.0 0.134
C 0.29081 4.04668 -3.73944 0.0 -0.4 0.0 0.000
Si 0.78087 2.23737 -3.76397 1.0 0.2 -0.7 0.000
C 2.63856 2.04599 -4.03696 -0.4 0.1 0.0 0.000
C -0.08297 1.17045 -5.03202 -0.1 0.2 0.3 0.000
Sb 1.96300 0.45184 -0.60879 0.6 0.9 -1.1 0.042
Si 3.25571 2.97015 -0.06350 0.3 -0.8 0.3 0.007
C 3.64601 2.51495 1.72731 -0.1 0.2 -0.5 0.003
C 1.93618 4.26136 -0.34750 0.2 -0.4 0.0 0.001
C 4.77033 2.90074 -1.18247 -0.4 0.3 0.2 0.000
Si 2.74693 -1.90233 -1.71558 0.2 0.1 0.2 0.016
C 3.35295 -2.55592 -0.04739 -0.1 0.2 -0.4 0.001
C 4.11970 -1.45367 -2.91357 -0.3 -0.1 0.2 0.004
C 1.24704 -2.79940 -2.40786 0.3 0.4 0.1 0.002
H -0.04148 4.31586 -4.74478 0.0 0.0 0.0 0.000
H 1.12601 4.70431 -3.49498 0.1 -0.1 0.0 0.000
H -0.53557 4.25664 -3.06243 0.0 0.0 0.0 0.000
H 2.88664 2.45656 -5.01775 0.1 0.0 0.0 0.000
H 2.94001 0.99629 -4.03235 0.0 0.0 0.0 0.000
H 3.23248 2.57714 -3.29241 0.0 0.0 -0.1 0.000
H 0.18450 1.55602 -6.01946 0.1 0.0 0.0 0.000
H -1.16658 1.20033 -4.94604 0.0 0.0 0.0 0.000
H 0.23244 0.12776 -4.98963 0.1 0.0 0.1 0.000
H 2.75921 2.11973 2.22066 0.0 0.1 0.1 0.001
H 3.98524 3.38905 2.28713 0.0 0.0 0.0 0.001
H 4.43720 1.76469 1.76989 0.0 0.0 0.0 0.000
H 1.21330 4.27455 0.46787 0.0 0.0 0.0 0.000
H 1.38720 4.05897 -1.26591 0.0 0.0 0.0 0.000
H 2.38003 5.25606 -0.43079 0.1 0.0 0.0 0.000
H 4.91978 1.90620 -1.60016 0.0 0.0 0.0 0.000
H 5.66003 3.16345 -0.60665 0.0 0.0 0.1 0.000
H 4.69482 3.60932 -2.00742 0.0 0.0 0.0 0.000
H 4.10510 -1.88346 0.37220 0.1 0.0 0.0 0.000
H 3.80658 -3.54436 -0.13310 0.0 0.0 -0.1 0.000
H 2.52193 -2.62572 0.65775 0.0 -0.1 0.0 0.001
H 4.77002 -0.68020 -2.50428 0.0 0.0 0.0 0.000
H 3.72733 -1.10194 -3.86777 0.0 0.0 0.0 0.000
H 4.73648 -2.33200 -3.11716 0.0 -0.1 0.0 0.001
H 0.71718 -3.32362 -1.61414 0.0 0.0 0.0 0.000
H 1.54329 -3.53326 -3.15971 0.1 0.0 0.0 0.000
H 0.55891 -2.09210 -2.87518 0.0 0.0 0.0 0.000
F -1.10492 -0.24455 -2.53052 0.2 0.3 0.7 -0.004
Te -1.03102 1.22941 -1.25185 -2.7 0.8 -1.7 0.010
F -2.87570 0.82857 -0.92148 0.7 0.2 0.3 0.007
F -0.95950 3.06018 -0.63191 0.0 -0.8 0.2 -0.006
F -1.83185 2.11721 -2.68930 0.5 0.0 -0.1 0.000
F -2.03328 -0.20111 1.83941 1.4 0.6 -1.1 0.070
O 0.70914 1.60557 -2.13676 -0.1 -0.7 0.7 0.000